1.
DFT (ωB97M-V with the def2-TZVPD basis set) results for C39H37IrN3OS4Sb as an isolated structure.

```
86
Properties=species:S:1:pos:R:3:lowdin_charge:R:1
Ir 0.79 -1.04 0.54 0.57
C 2.33 1.28 2.13 -0.08
N 1.08 0.50 2.19 -0.25
C 1.10 -0.43 3.36 -0.15
C 0.00 -1.47 3.28 -0.17
N 0.26 -2.39 2.13 -0.29
C 1.30 -3.39 2.49 -0.03
C -0.93 -3.17 1.74 -0.33
C -1.78 -3.70 2.69 -0.03
C -2.85 -4.50 2.30 -0.09
C -3.04 -4.77 0.95 -0.09
C -2.18 -4.24 0.00 -0.10
C -1.12 -3.43 0.38 -0.61
S 0.01 -2.77 -0.80 0.55
C -0.08 1.38 2.30 -0.27
C -0.04 2.50 3.13 -0.02
C -1.16 3.29 3.32 -0.08
C -2.35 2.96 2.68 -0.09
C -2.40 1.86 1.85 -0.11
C -1.27 1.08 1.64 -0.56
S -1.35 -0.26 0.53 0.67
H 2.56 1.74 3.09 0.09
H 2.22 2.05 1.38 0.08
H 3.13 0.60 1.85 0.06
H 1.00 0.14 4.29 0.14
H 2.07 -0.91 3.34 0.09
H -0.97 -1.01 3.11 0.11
H -0.05 -2.03 4.22 0.13
H 0.96 -3.99 3.34 0.10
H 2.23 -2.87 2.72 0.06
H 1.46 -4.03 1.62 0.10
H -1.63 -3.50 3.74 0.11
H -3.52 -4.90 3.04 0.10
H -3.87 -5.40 0.64 0.10
H -2.33 -4.45 -1.05 0.10
H 0.88 2.75 3.65 0.11
H -1.10 4.16 3.97 0.10
H -3.23 3.57 2.83 0.11
H -3.32 1.60 1.34 0.11
O 3.34 -1.36 1.82 -0.29
N 4.29 -2.17 1.42 -0.23
C 5.20 -2.59 2.33 -0.04
C 6.22 -3.44 2.00 -0.08
C 6.31 -3.88 0.68 -0.09
C 5.38 -3.46 -0.23 -0.10
C 4.33 -2.58 0.12 -0.69
S 3.16 -2.01 -0.96 0.58
H 5.04 -2.19 3.32 0.13
H 6.92 -3.75 2.76 0.10
H 7.10 -4.55 0.37 0.10
H 5.41 -3.78 -1.26 0.10
S 1.37 0.47 -1.14 0.09
Sb -0.64 1.32 -1.99 1.31
C -1.04 3.16 -0.99 -0.33
C 0.10 3.83 -0.55 -0.13
C -0.02 5.06 0.08 -0.07
C -1.27 5.61 0.30 -0.08
C -2.41 4.94 -0.13 -0.09
C -2.29 3.71 -0.77 -0.12
C -2.37 0.27 -2.61 -0.38
C -2.16 -1.03 -3.06 -0.14
C -3.23 -1.79 -3.49 -0.07
C -4.52 -1.27 -3.46 -0.08
C -4.73 0.03 -3.02 -0.08
C -3.65 0.81 -2.59 -0.11
C 0.03 2.01 -3.88 -0.34
C -0.72 1.81 -5.03 -0.11
C -0.24 2.24 -6.26 -0.08
C 0.98 2.88 -6.34 -0.09
C 1.74 3.08 -5.20 -0.08
C 1.27 2.64 -3.97 -0.13
H 1.08 3.39 -0.69 0.07
H 0.87 5.57 0.42 0.11
H -1.37 6.57 0.80 0.10
H -3.39 5.36 0.04 0.11
H -3.19 3.20 -1.08 0.08
H -1.17 -1.46 -3.05 0.07
H -3.06 -2.80 -3.84 0.11
H -5.36 -1.87 -3.79 0.10
H -5.72 0.45 -3.00 0.10
H -3.84 1.82 -2.27 0.08
H -1.68 1.31 -4.97 0.09
H -0.83 2.07 -7.15 0.10
H 1.36 3.21 -7.30 0.10
H 2.71 3.57 -5.26 0.10
H 1.88 2.78 -3.08 0.08
```

Calculated values
electronic energy = -3685.16908 hartree
max |F| = 0.50 eV/A
HOMO level = -0.24202 Ha
LUMO energy = 0.386 eV
energy relative to the best compared isomer or geometry (same formula, charge and spin) = 129.0 kJ/mol
orbital gap = 0.256 Eh

2.
DFT (ωB97M-V with the def2-TZVPD basis set) results for C39H37N13O2SSn as an isolated structure in a non-equilibrium geometry.

```
93
Properties=species:S:1:pos:R:3:lowdin_charge:R:1
Sn -0.20 0.89 -0.21 1.21
C -3.26 2.44 3.19 -0.08
C -2.32 2.73 2.20 -0.07
N -2.33 2.11 1.04 0.09
C -3.30 1.21 0.84 -0.22
C -4.19 0.87 1.85 -0.06
N -4.17 1.48 3.02 0.12
C -3.34 0.65 -0.53 -0.18
C -4.47 0.10 -1.10 0.08
C -4.46 -0.24 -2.46 -0.10
C -3.32 0.08 -3.20 0.09
C -2.22 0.61 -2.56 -0.17
N -2.22 0.83 -1.24 0.06
C -1.02 1.12 -3.25 -0.20
C -0.81 1.04 -4.62 -0.03
N 0.23 1.60 -5.21 0.14
C 1.09 2.24 -4.43 -0.05
C 0.94 2.28 -3.05 -0.09
N -0.12 1.73 -2.47 0.01
C -5.63 -0.86 -3.10 -0.18
C -5.47 -1.82 -4.10 -0.01
C -6.60 -2.39 -4.66 -0.11
N -7.84 -2.08 -4.30 0.09
C -7.99 -1.16 -3.35 -0.11
C -6.93 -0.53 -2.72 0.00
H -3.27 2.98 4.13 0.13
H -1.53 3.46 2.37 0.13
H -4.92 0.08 1.72 0.13
H -5.36 -0.04 -0.52 0.13
H -3.33 -0.04 -4.27 0.13
H -1.50 0.51 -5.27 0.13
H 1.93 2.72 -4.91 0.13
H 1.67 2.75 -2.40 0.08
H -4.49 -2.13 -4.42 0.11
H -6.50 -3.14 -5.43 0.12
H -9.01 -0.92 -3.08 0.12
H -7.13 0.23 -1.97 0.12
S 1.15 2.91 0.24 0.76
C 2.40 2.42 1.29 -0.80
N 2.75 3.34 2.15 0.04
N 3.90 3.33 2.76 0.04
C 5.17 2.83 2.38 -0.23
C 6.15 2.82 3.37 -0.02
C 7.43 2.40 3.06 -0.06
C 7.74 2.00 1.77 -0.07
C 6.76 2.03 0.78 -0.07
C 5.47 2.44 1.08 -0.05
N 3.00 1.16 1.43 0.05
N 2.36 0.16 1.03 0.05
C 3.01 -1.07 1.39 -0.25
C 4.33 -1.11 1.83 0.00
C 4.90 -2.33 2.15 -0.05
C 4.15 -3.50 2.04 -0.06
C 2.84 -3.46 1.61 -0.07
C 2.27 -2.24 1.27 -0.05
H 3.90 3.94 3.57 0.15
H 5.90 3.15 4.37 0.12
H 8.19 2.39 3.83 0.11
H 8.74 1.68 1.53 0.11
H 7.01 1.74 -0.23 0.11
H 4.73 2.48 0.30 0.10
H 4.90 -0.20 1.91 0.10
H 5.93 -2.38 2.47 0.11
H 4.61 -4.45 2.29 0.11
H 2.26 -4.37 1.54 0.11
H 1.26 -2.17 0.91 0.09
C 0.67 -2.32 -2.94 -0.03
C 1.14 -1.01 -2.34 -0.49
C 2.62 -1.04 -2.00 -0.03
O 0.33 -0.76 -1.18 -0.37
H 1.21 -2.55 -3.85 0.10
H -0.40 -2.28 -3.18 0.08
H 0.83 -3.14 -2.24 0.09
H 1.00 -0.23 -3.09 0.10
H 2.85 -1.84 -1.31 0.08
H 2.94 -0.10 -1.55 0.07
H 3.20 -1.19 -2.91 0.10
C -1.36 -0.24 4.85 0.03
N -1.52 -0.79 3.50 -0.02
C -2.25 -1.92 3.30 0.00
C -2.39 -2.48 2.08 0.03
C -1.74 -1.85 0.99 -0.35
N -1.12 -0.69 1.18 0.09
C -0.94 -0.15 2.43 -0.52
O -0.27 0.87 2.55 0.01
N -1.76 -2.35 -0.24 0.23
H -1.10 -1.05 5.53 0.11
H -2.29 0.24 5.17 0.10
H -0.56 0.49 4.83 0.10
H -2.69 -2.35 4.19 0.15
H -2.96 -3.39 1.95 0.13
H -2.14 -3.27 -0.40 0.14
H -1.12 -1.92 -0.91 0.07
```

Calculated values
electronic energy = -2982.70091 hartree
max |F| = 2.01 eV/A
HOMO level = -0.43757 Ha
LUMO energy = -6.595 eV
energy relative to the best compared isomer or geometry (same formula, charge and spin) = 61.5 kJ/mol
total charge = +2
orbital gap = 0.195 Eh

3.
DFT (ωB97M-V with the def2-TZVPD basis set) results for C39H37N3O2Te2W as an isolated structure in a non-equilibrium geometry.

```
84
Properties=species:S:1:pos:R:3:lowdin_charge:R:1
W 0.84 -1.05 1.24 1.19
C -2.49 -1.11 2.26 -0.03
C -2.55 -2.18 1.20 -0.22
C -3.76 -2.52 0.61 -0.03
C -3.86 -3.61 -0.24 -0.04
C -2.73 -4.37 -0.53 -0.02
C -1.50 -4.05 0.02 -0.27
C -0.31 -4.93 -0.22 -0.05
C -1.42 -2.94 0.88 -0.35
N -0.21 -2.69 1.59 -0.17
C -0.02 -3.58 2.63 -0.41
O -0.74 -4.51 2.91 0.18
C 1.21 -3.19 3.38 -0.13
C 1.75 -3.86 4.46 0.07
C 2.93 -3.38 5.02 0.04
C 3.53 -2.25 4.47 0.07
C 2.90 -1.63 3.41 -0.13
N 1.75 -2.08 2.88 0.01
C 3.44 -0.47 2.64 -0.42
O 4.51 0.05 2.82 0.18
N 2.52 -0.11 1.67 -0.18
C 2.94 1.00 0.90 -0.35
C 3.44 0.77 -0.40 -0.21
C 3.54 -0.62 -0.96 -0.05
C 3.93 1.85 -1.11 -0.02
C 3.98 3.12 -0.55 -0.03
C 3.54 3.32 0.75 -0.03
C 3.02 2.27 1.50 -0.29
C 2.68 2.47 2.95 -0.06
H -3.27 -0.37 2.10 0.08
H -1.51 -0.61 2.32 0.01
H -2.68 -1.58 3.22 0.11
H -4.65 -1.95 0.86 0.13
H -4.82 -3.89 -0.64 0.12
H -2.82 -5.26 -1.14 0.13
H -0.40 -5.46 -1.16 0.10
H -0.26 -5.69 0.57 0.10
H 0.64 -4.38 -0.20 0.05
H 1.26 -4.75 4.83 0.14
H 3.39 -3.89 5.86 0.14
H 4.46 -1.85 4.83 0.14
H 4.55 -1.00 -0.78 0.11
H 3.38 -0.61 -2.04 0.08
H 2.84 -1.34 -0.49 0.00
H 4.33 1.68 -2.10 0.13
H 4.39 3.94 -1.12 0.12
H 3.63 4.29 1.21 0.13
H 2.31 3.48 3.12 0.10
H 3.59 2.34 3.55 0.10
H 1.94 1.74 3.31 0.05
C -1.89 -1.47 -2.25 -0.31
Te 0.10 -1.65 -1.39 1.49
C 0.50 0.14 -2.56 -0.36
C -0.74 0.45 -3.36 -0.28
C -0.72 1.49 -4.28 -0.03
C -1.79 1.68 -5.13 -0.05
C -2.90 0.85 -5.05 -0.05
C -2.94 -0.16 -4.10 -0.02
C -1.86 -0.36 -3.25 -0.28
H -2.65 -1.32 -1.47 0.06
H -2.11 -2.43 -2.73 0.08
H 1.33 -0.04 -3.24 0.07
H 0.78 0.97 -1.90 0.01
H 0.15 2.12 -4.37 0.12
H -1.75 2.44 -5.89 0.12
H -3.72 0.97 -5.73 0.12
H -3.80 -0.81 -4.04 0.12
C 0.39 3.25 -0.40 -0.29
Te 0.05 1.63 1.06 1.50
C -2.03 1.85 0.45 -0.35
C -2.12 3.13 -0.33 -0.29
C -3.36 3.70 -0.59 -0.03
C -3.45 4.86 -1.34 -0.05
C -2.31 5.43 -1.88 -0.05
C -1.07 4.87 -1.61 -0.03
C -0.96 3.75 -0.81 -0.28
H 1.01 2.94 -1.25 0.06
H 0.93 4.03 0.15 0.08
H -2.66 1.92 1.34 0.07
H -2.37 1.02 -0.16 0.06
H -4.25 3.24 -0.20 0.12
H -4.41 5.32 -1.51 0.12
H -2.37 6.32 -2.48 0.12
H -0.17 5.33 -2.01 0.12
```

Calculated values
electronic energy = -2425.69529 hartree
max |F| = 1.95 eV/A
HOMO level = -0.50711 Ha
LUMO energy = -7.730 eV
energy relative to the best compared isomer or geometry (same formula, charge and spin) = 161.4 kJ/mol
total charge = +2
orbital gap = 0.223 Eh